Entry 1:
17
Properties=species:S:1:pos:R:3:nbo_charge:R:1 method="wB97M-V/def2-TZVPD" e_tot_ev=-9439.03659 gap_ev=10.349 relative_energy_kcal_mol=92.4 max_force_ev_per_a=4.31
O 2.490 0.306 0.607 -0.714
C 1.603 -0.580 -0.036 -0.037
C 0.049 -0.664 0.492 -0.331
C -0.283 0.832 0.580 -0.267
C -1.606 0.976 -0.144 -0.116
O -1.748 -0.130 -1.018 -0.528
C -0.957 -1.225 -0.580 -0.071
H 2.331 1.202 0.252 0.475
H 1.487 -0.260 -1.082 0.164
H 2.041 -1.570 0.073 0.184
H -0.070 -1.259 1.431 0.226
H -0.214 1.216 1.595 0.225
H 0.709 1.841 -0.168 0.064
H -1.545 1.883 -0.736 0.194
H -2.463 1.041 0.546 0.173
H -0.401 -1.615 -1.442 0.179
H -1.633 -2.050 -0.266 0.180

Entry 2:
17
Properties=species:S:1:pos:R:3:nbo_charge:R:1 method="wB97M-V/def2-TZVPD" e_tot_ev=-9439.95931 gap_ev=10.628 relative_energy_kcal_mol=71.1 max_force_ev_per_a=0.55
C -2.043 -0.251 -0.623 -0.626
C -0.723 0.465 -0.994 -0.385
C 0.429 0.599 0.065 -0.451
C -0.073 -0.319 1.154 0.477
O 0.080 -1.513 1.190 -0.529
C 1.800 0.268 -0.537 0.456
O 1.970 -0.507 -1.444 -0.504
H -2.676 -0.249 -1.516 0.222
H -1.899 -1.298 -0.338 0.226
H -2.614 0.237 0.177 0.202
H -0.283 -0.090 -1.827 0.240
H -0.975 1.472 -1.330 0.211
H 0.503 1.614 0.478 0.221
H -0.748 0.210 1.858 0.123
H 2.667 0.826 -0.116 0.120
H 2.096 -1.037 1.823 0.033
H 2.490 -0.426 1.980 -0.037

Entry 3:
17
Properties=species:S:1:pos:R:3:nbo_charge:R:1 method="wB97M-V/def2-TZVPD" e_tot_ev=-9441.73787 gap_ev=10.883 relative_energy_kcal_mol=30.1 max_force_ev_per_a=0.35
C -1.017 1.104 -1.535 -0.630
C -0.687 0.416 -0.224 0.069
O -0.734 -1.012 -0.329 -0.542
C -0.143 -1.512 0.879 -0.084
C 0.843 -0.428 1.379 -0.465
C 0.767 0.589 0.241 0.073
O 1.624 0.187 -0.812 -0.717
H -1.932 0.711 -1.989 0.223
H -0.191 1.016 -2.246 0.225
H -1.164 2.169 -1.327 0.215
H -1.400 0.733 0.559 0.167
H 0.347 -2.459 0.640 0.191
H -0.930 -1.705 1.618 0.175
H 0.524 0.001 2.335 0.211
H 1.869 -0.790 1.486 0.228
H 1.043 1.607 0.525 0.191
H 1.188 -0.599 -1.188 0.470

Entry 4:
17
Properties=species:S:1:pos:R:3:nbo_charge:R:1 method="wB97M-V/def2-TZVPD" e_tot_ev=-9438.63564 gap_ev="8.241 / 7.922" relative_energy_kcal_mol=101.6 max_force_ev_per_a=1.21
C -0.519 -1.983 -1.133 -0.873
C -0.084 0.127 1.609 -0.025
O 1.092 -0.316 1.187 -0.347
C 1.629 0.385 0.229 0.065
C 0.762 1.562 -0.060 -0.520
C -0.549 1.249 0.729 0.022
O -1.663 0.942 -0.102 -0.714
H 0.012 -2.912 -0.912 0.227
H -0.906 -2.000 -2.155 0.218
H -1.346 -1.881 -0.426 0.211
H -0.644 -0.555 2.230 0.191
H 0.195 -1.155 -1.025 0.208
H 2.616 0.098 -0.099 0.193
H 1.214 2.488 0.319 0.232
H 0.548 1.716 -1.124 0.241
H -0.885 2.123 1.292 0.197
H -1.472 0.112 -0.558 0.470

Entry 5:
17
Properties=species:S:1:pos:R:3:nbo_charge:R:1 method="wB97M-V/def2-TZVPD" e_tot_ev=-9441.03982 gap_ev=10.834 relative_energy_kcal_mol=46.2 max_force_ev_per_a=0.35
C -2.093 -0.489 0.519 -0.635
C -1.118 0.238 -0.405 0.075
O -0.993 1.607 -0.067 -0.714
C 0.230 -0.470 -0.385 0.088
C 1.486 0.275 -0.865 -0.460
C 2.031 -0.055 0.530 -0.056
O 0.749 -0.538 0.962 -0.548
H -3.042 0.053 0.571 0.220
H -2.289 -1.506 0.160 0.208
H -1.670 -0.560 1.527 0.221
H -1.500 0.231 -1.433 0.178
H -0.397 1.657 0.690 0.465
H 0.122 -1.477 -0.816 0.176
H 2.018 -0.155 -1.715 0.213
H 1.307 1.340 -1.032 0.225
H 2.374 0.780 1.152 0.175
H 2.788 -0.849 0.548 0.170

Entry 6:
17
Properties=species:S:1:pos:R:3:nbo_charge:R:1 method="wB97M-V/def2-TZVPD" e_tot_ev=-9437.78784 gap_ev=9.970 relative_energy_kcal_mol=121.2 max_force_ev_per_a=0.40
C 1.301 1.124 -0.399 -0.636
C 0.712 -0.234 -0.094 0.154
C -0.678 -0.494 -0.658 -0.451
C -1.783 0.396 -0.092 -0.057
O -2.100 0.086 1.245 -0.719
C 1.653 -1.368 0.090 -0.225
O 0.713 -0.545 1.339 -0.628
H 1.414 1.238 -1.482 0.223
H 0.666 1.936 -0.032 0.217
H 2.291 1.214 0.054 0.230
H -0.954 -1.539 -0.476 0.222
H -0.621 -0.354 -1.744 0.222
H -2.703 0.241 -0.666 0.183
H -1.515 1.459 -0.206 0.153
H -1.271 -0.058 1.720 0.478
H 1.755 -0.780 1.431 0.481
H 1.119 -2.322 -0.031 0.152

Entry 7:
17
Properties=species:S:1:pos:R:3:nbo_charge:R:1 method="wB97M-V/def2-TZVPD" e_tot_ev=-9438.60460 gap_ev="7.353 / 7.356" relative_energy_kcal_mol=102.4 max_force_ev_per_a=0.36
C -2.279 -0.266 0.310 -0.276
O -1.110 -0.204 1.097 -0.565
C 0.773 0.083 -0.044 0.563
C 0.435 -0.271 -1.434 -0.749
C 2.081 -0.296 0.521 -0.752
C -0.171 0.924 0.742 0.283
O -0.580 1.888 -0.002 -0.747
H -2.432 0.688 -0.207 0.214
H -3.126 -0.464 0.975 0.186
H -2.225 -1.083 -0.428 0.151
H -0.474 0.238 -1.754 0.276
H 0.336 -1.364 -1.497 0.262
H 1.268 -0.002 -2.096 0.255
H 2.644 -1.013 -0.082 0.229
H 2.664 0.633 0.613 0.285
H 1.942 -0.663 1.545 0.270
H 0.254 1.172 1.741 0.114

Entry 8:
17
Properties=species:S:1:pos:R:3:nbo_charge:R:1 method="wB97M-V/def2-TZVPD" e_tot_ev=-9438.27218 gap_ev=9.162 relative_energy_kcal_mol=110.0 max_force_ev_per_a=0.46
C -1.311 0.641 -1.950 -0.249
O -0.709 -0.089 -0.907 -0.540
C 0.394 0.597 -0.374 -0.102
C -0.370 0.825 2.490 0.117
O 0.793 0.413 2.095 -0.473
C 1.049 -0.182 0.768 0.063
C 0.651 -1.643 0.847 -0.630
H -1.781 1.560 -1.571 0.170
H -0.578 0.919 -2.723 0.166
H -2.076 0.006 -2.402 0.199
H 1.146 0.753 -1.163 0.179
H -1.079 0.705 1.620 0.040
H 0.092 1.592 -0.010 0.185
H 2.134 -0.082 0.681 0.198
H 0.894 -2.167 -0.080 0.226
H 1.178 -2.123 1.676 0.223
H -0.427 -1.725 1.003 0.227